Record 1
{
  "formula": "C30H27ClMgN5O6P",
  "method": "wB97M-V/def2-TZVPD",
  "species": ["Mg", "C", "N", "C", "C", "N", "C", "C", "C", "C", "C", "C", "N", "C", "N", "C", "C", "C", "C", "C", "C", "N", "H", "H", "H", "H", "H", "H", "H", "H", "H", "H", "H", "H", "H", "H", "H", "O", "Cl", "O", "O", "O", "O", "C", "O", "C", "P", "C", "C", "C", "C", "C", "C", "C", "C", "C", "C", "C", "C", "H", "H", "H", "H", "H", "H", "H", "H", "H", "H", "H", "H"],
  "xyz": [[-0.110658, -0.447795, 0.457448], [-1.928627, 1.307851, 2.067447], [-1.124157, 1.400674, 0.868335], [-0.098429, 2.421831, 0.831616], [1.234862, 1.842735, 1.162376], [1.455280, 0.563199, 1.117586], [2.781765, 0.366228, 1.362220], [3.513259, -0.812511, 1.359427], [4.862320, -0.708938, 1.620833], [5.456323, 0.528696, 1.882879], [4.741442, 1.712924, 1.865670], [3.386215, 1.619548, 1.588372], [2.364011, 2.540336, 1.459794], [-1.645150, 0.019335, 2.767282], [-0.602357, -0.710461, 2.500810], [-0.691648, -1.831435, 3.284280], [0.145038, -2.936007, 3.380012], [-0.225307, -3.930626, 4.260786], [-1.402116, -3.849762, 5.009983], [-2.251740, -2.763855, 4.918370], [-1.867448, -1.748457, 4.060030], [-2.441486, -0.542461, 3.715896], [-2.997505, 1.334468, 1.825089], [-1.716751, 2.152960, 2.742442], [-1.691420, 1.461879, 0.020598], [-0.329718, 3.275424, 1.490350], [-0.035192, 2.802602, -0.195969], [3.019177, -1.740303, 1.120682], [5.474682, -1.597587, 1.607481], [6.513688, 0.559230, 2.099784], [5.220632, 2.661998, 2.053685], [2.455261, 3.541922, 1.517586], [1.028757, -2.995115, 2.766647], [0.401325, -4.802754, 4.370862], [-1.656395, -4.657268, 5.679155], [-3.173222, -2.708976, 5.478995], [-3.317459, -0.185850, 4.063518], [-1.175128, -3.843611, 0.417186], [-0.797189, -2.641153, -0.209331], [-0.782727, -2.758893, -1.601682], [0.509664, -2.279775, 0.263557], [-1.713829, -1.613777, 0.186047], [-1.295726, 1.663925, -1.980641], [-0.238753, 1.046793, -2.052997], [0.119305, 0.125687, -1.251969], [0.881151, 1.416882, -3.018013], [2.327460, 1.324823, -1.832345], [3.016639, -0.344866, -2.102107], [4.339108, -0.540245, -1.701463], [4.908782, -1.798293, -1.741746], [4.153196, -2.884518, -2.154832], [2.825650, -2.707576, -2.505251], [2.257005, -1.446336, -2.483278], [3.525494, 2.404773, -2.736129], [4.561551, 2.005755, -3.571285], [5.472799, 2.936689, -4.041567], [5.367588, 4.269890, -3.682490], [4.322896, 4.683681, -2.871332], [3.412384, 3.754711, -2.407840], [0.764561, 2.413077, -3.446536], [0.980880, 0.688263, -3.825258], [4.921561, 0.306374, -1.359299], [5.940529, -1.937623, -1.447893], [4.597462, -3.868332, -2.203339], [2.218234, -3.552742, -2.795424], [1.215219, -1.348543, -2.743748], [4.668270, 0.966497, -3.848294], [6.282444, 2.619817, -4.683891], [6.106433, 4.984337, -4.016199], [4.234174, 5.721803, -2.581344], [2.588603, 4.061765, -1.772556]],
  "atomic_forces_ev_per_a": [[0.0, 1.1, 1.5], [-0.3, 0.2, 0.4], [-0.6, 0.3, -0.2], [0.2, 0.7, -0.1], [0.4, 0.0, 0.3], [0.3, 0.5, 0.2], [0.6, 0.6, 0.2], [0.0, 0.2, 0.1], [-0.1, -0.1, 0.1], [0.1, 0.1, 0.0], [0.0, 0.1, 0.0], [0.1, -0.7, -0.1], [-0.1, 0.2, 0.1], [-0.1, -0.1, 0.5], [-0.2, 0.3, 0.0], [-0.7, -0.3, 0.8], [-0.1, 0.1, 0.0], [0.2, -0.1, -0.1], [-0.1, 0.1, 0.1], [0.0, 0.0, 0.1], [0.6, -0.4, -0.2], [-0.2, 0.2, -0.1], [0.1, 0.1, 0.0], [-0.1, -0.2, -0.1], [0.1, 0.1, -0.1], [0.0, -0.2, -0.1], [-0.1, 0.0, 0.2], [0.0, -0.2, 0.0], [0.1, -0.1, 0.0], [0.1, 0.0, 0.0], [0.1, 0.1, 0.0], [-0.1, -0.1, 0.0], [0.1, -0.1, 0.0], [0.0, -0.1, 0.0], [0.0, -0.1, 0.0], [0.0, 0.0, 0.1], [0.1, 0.0, -0.1], [-0.3, -0.8, 0.4], [-1.4, -4.1, -0.8], [0.1, 0.0, -1.5], [1.8, 0.5, 0.5], [-1.1, 1.5, 0.3], [-0.5, 0.4, 0.0], [0.1, 0.3, -0.6], [0.0, 0.0, -1.5], [0.0, -0.1, 0.5], [0.3, 0.4, -1.1], [0.0, 0.1, 0.3], [-0.1, 0.0, -0.1], [0.1, -0.1, -0.1], [0.0, -0.1, 0.0], [0.0, -0.1, -0.1], [0.1, 0.1, -0.1], [0.0, -0.2, 0.3], [-0.1, 0.0, 0.0], [0.1, 0.0, -0.1], [0.1, 0.1, 0.0], [0.0, 0.1, 0.0], [0.0, -0.1, 0.0], [0.0, -0.1, 0.1], [0.0, 0.0, 0.1], [0.1, 0.0, 0.1], [0.1, 0.0, 0.0], [0.0, -0.1, 0.1], [0.0, -0.1, 0.0], [-0.1, 0.1, 0.0], [0.0, -0.1, 0.0], [0.1, 0.0, 0.0], [0.0, 0.0, -0.1], [0.0, 0.1, 0.0], [0.0, 0.1, 0.1]],
  "lowdin_charge": [0.381, -0.085, -0.067, -0.095, -0.313, 0.097, -0.217, -0.001, -0.089, -0.088, -0.016, -0.185, 0.184, -0.281, 0.120, -0.197, 0.001, -0.074, -0.085, -0.018, -0.173, 0.185, 0.143, 0.136, 0.117, 0.136, 0.130, 0.117, 0.106, 0.101, 0.108, 0.168, 0.111, 0.104, 0.101, 0.108, 0.170, -0.257, 0.655, -0.243, -0.323, -0.297, 0.026, -0.704, -0.161, -0.180, 1.139, -0.344, -0.139, -0.095, -0.087, -0.071, -0.082, -0.361, -0.090, -0.086, -0.098, -0.097, -0.130, 0.090, 0.095, 0.107, 0.103, 0.099, 0.109, 0.092, 0.102, 0.102, 0.099, 0.099, 0.088],
  "homo_ev": -7.82,
  "lumo_energy_ev": 0.1,
  "orbital_gap_ev": 7.908,
  "charge": 0,
  "mol_weight_g_mol": 644.3
}

Record 2
{
  "formula": "C18H45Br2Cl8N3O3",
  "method": "wB97M-V/def2-TZVPD",
  "species": ["Br", "C", "C", "Br", "H", "H", "H", "H", "C", "C", "C", "O", "C", "N", "H", "H", "H", "H", "H", "H", "H", "H", "H", "H", "H", "C", "C", "C", "O", "C", "N", "H", "H", "H", "H", "H", "H", "H", "H", "H", "H", "H", "C", "C", "C", "O", "C", "N", "H", "H", "H", "H", "H", "H", "H", "H", "H", "H", "H", "C", "Cl", "Cl", "H", "H", "C", "Cl", "Cl", "H", "H", "C", "Cl", "Cl", "H", "H", "C", "Cl", "Cl", "H", "H"],
  "xyz": [[-22.246100, 8.259600, 23.737380], [-22.715720, 10.135870, 24.292960], [-22.558640, 11.026400, 23.058040], [-23.463530, 12.810930, 23.172480], [-21.936200, 10.278110, 25.041430], [-23.760510, 10.026320, 24.583690], [-22.937350, 10.531750, 22.163610], [-21.514150, 11.196350, 22.796790], [-26.906150, 10.273060, 27.988440], [-25.853150, 11.336370, 27.634810], [-25.397450, 12.208390, 28.845740], [-24.264270, 12.989140, 28.486260], [-23.658750, 13.712490, 29.543130], [-24.739410, 10.644510, 27.033910], [-27.855240, 10.694160, 28.320110], [-26.556970, 9.582420, 28.756030], [-27.088200, 9.716640, 27.069010], [-26.323760, 11.998740, 26.908250], [-25.159950, 11.541200, 29.674320], [-26.265620, 12.808890, 29.117370], [-22.879700, 14.294500, 29.050770], [-23.256200, 13.146950, 30.383500], [-24.395220, 14.409930, 29.942250], [-24.008980, 11.269380, 26.723890], [-24.319170, 10.095340, 27.770060], [-25.052380, 15.526600, 24.130870], [-24.231970, 15.228900, 25.426660], [-23.288780, 16.335380, 25.924410], [-22.261740, 16.577760, 25.037550], [-21.057610, 17.064090, 25.528960], [-25.194180, 14.759010, 26.437950], [-25.635820, 16.447250, 24.120670], [-25.649880, 14.688180, 23.772890], [-24.376770, 15.580170, 23.277170], [-23.608690, 14.341300, 25.318090], [-22.915530, 16.038710, 26.904590], [-23.789910, 17.278480, 26.142440], [-21.189550, 17.646290, 26.440960], [-20.606820, 17.565680, 24.672630], [-20.436370, 16.211520, 25.803330], [-24.760130, 14.291410, 27.220920], [-25.804660, 14.046370, 26.064400], [-20.322970, 4.805820, 24.411850], [-21.222520, 3.864980, 23.711690], [-22.735350, 4.180260, 23.894260], [-23.602730, 3.197150, 23.242390], [-24.998210, 3.389720, 23.432320], [-20.841310, 3.968520, 22.345030], [-20.569650, 5.840310, 24.172930], [-19.320330, 4.437020, 24.195530], [-20.451440, 4.717070, 25.490610], [-21.041790, 2.827750, 23.993790], [-23.040160, 5.121320, 23.436440], [-22.935210, 4.375810, 24.947780], [-25.562760, 2.512940, 23.115090], [-25.427580, 4.284660, 22.981970], [-25.311510, 3.510010, 24.469380], [-19.838820, 3.924600, 22.230230], [-21.120140, 3.149080, 21.824580], [-26.834080, 11.131080, 23.890860], [-26.913780, 9.312220, 23.769930], [-28.221400, 11.750060, 23.066370], [-26.889530, 11.324750, 24.962090], [-25.901850, 11.530640, 23.491620], [-20.028760, 14.412650, 23.318770], [-19.526630, 12.894490, 22.545980], [-19.474800, 15.891600, 22.555630], [-21.118470, 14.423170, 23.295810], [-19.665910, 14.397820, 24.346500], [-20.154520, 7.752780, 21.043530], [-18.488270, 7.561000, 20.434210], [-20.815440, 9.190640, 20.206330], [-20.751110, 6.872410, 20.804520], [-20.135260, 7.900090, 22.123350], [-25.927260, 8.455790, 20.473960], [-24.748790, 9.775950, 20.399820], [-25.159860, 7.122420, 21.324710], [-26.793800, 8.759890, 21.061100], [-26.221760, 8.135630, 19.474530]],
  "atomic_forces_ev_per_a": [[-0.3, 0.7, 0.2], [0.2, -0.7, -1.2], [0.6, -0.8, -0.3], [0.5, -0.9, 0.1], [-0.7, 0.5, 0.2], [0.3, 0.2, 0.5], [-0.6, 0.2, 0.2], [-0.1, 0.4, 0.4], [0.0, 0.5, -0.1], [0.3, 0.1, 0.9], [-0.8, -0.9, -0.6], [-0.2, -0.4, -0.4], [-0.3, 1.0, -0.2], [0.2, -0.2, -0.4], [0.1, 0.1, 0.1], [0.1, 0.0, 0.0], [0.0, -0.1, 0.1], [0.1, 0.2, -0.3], [0.2, 0.0, 0.2], [0.1, 0.5, 0.4], [0.2, -0.1, 0.3], [0.0, -0.5, -0.3], [0.0, 0.2, 0.2], [0.0, 0.3, 0.0], [0.2, -0.5, 0.0], [1.3, -0.4, -0.6], [-2.9, 1.8, -0.5], [0.2, 0.4, 1.1], [-1.5, -1.0, -1.4], [0.7, -0.4, 0.3], [2.3, -0.8, -1.6], [0.1, -0.1, 0.5], [-0.4, -0.2, 0.7], [0.4, 0.5, 0.2], [0.4, -0.9, -0.3], [0.3, -0.4, 0.3], [-0.7, 0.0, -0.2], [0.0, 0.5, -0.3], [0.2, 0.3, 0.6], [0.4, -0.1, 0.1], [0.4, 0.1, 1.9], [-1.2, 0.3, -0.5], [-0.2, -0.1, 1.8], [-1.7, -0.7, -0.5], [-0.5, 0.0, -0.9], [0.5, 0.2, 1.0], [-0.2, 0.1, 0.7], [0.1, -0.1, -2.4], [0.6, 0.0, -0.4], [0.2, 0.8, 0.0], [0.1, 0.0, 0.2], [-0.2, -0.1, 0.9], [0.6, 0.5, -0.4], [-0.3, -0.8, 0.4], [0.4, 0.0, -0.5], [0.4, 0.2, -0.7], [0.5, -0.1, 0.6], [0.3, 0.3, 0.3], [-0.6, 0.0, -0.2], [0.1, -1.3, 0.6], [0.6, 0.8, 0.1], [-0.4, 0.8, -0.3], [-0.1, 0.1, -0.2], [-0.2, -0.4, -0.2], [-0.6, -0.2, 0.5], [0.2, 0.3, -0.1], [0.2, 0.0, -0.3], [0.2, 0.0, 0.1], [0.0, 0.0, -0.2], [0.4, 0.1, -0.4], [-0.2, -0.4, 0.4], [-0.3, -0.2, 0.5], [0.1, 0.2, -0.1], [0.1, 0.2, -0.4], [-0.1, -0.1, 0.2], [-0.3, 0.4, -0.3], [-0.1, -0.5, 0.1], [0.2, 0.1, -0.2], [0.3, 0.2, 0.1]],
  "lowdin_charge": [0.695, -0.576, -0.622, 0.768, 0.052, 0.017, -0.031, -0.009, -0.039, -0.447, -0.174, -0.250, -0.075, 0.060, 0.086, 0.088, 0.069, 0.097, 0.135, 0.131, 0.087, 0.103, 0.095, 0.060, 0.094, -0.056, -0.312, -0.191, -0.178, -0.094, 0.355, 0.101, 0.056, 0.068, 0.105, 0.123, 0.148, 0.099, 0.082, 0.084, 0.087, 0.128, -0.074, -0.471, -0.156, -0.181, -0.122, 0.032, 0.039, 0.090, 0.084, 0.142, 0.090, 0.119, 0.088, 0.063, 0.078, 0.072, 0.081, -1.019, 0.508, 0.561, -0.013, -0.040, -1.050, 0.563, 0.569, -0.042, 0.023, -1.024, 0.487, 0.478, 0.028, -0.051, -1.013, 0.521, 0.498, -0.017, 0.039],
  "homo_ev": [-10.73, -10.73],
  "lumo_energy_ev": [-2.6, -8.1],
  "orbital_gap_ev": [8.093, 2.668],
  "charge": 1,
  "mol_weight_g_mol": 795.0,
  "spin_multiplicity": 2,
  "s_squared": 0.754
}